Computed, not measured: a molecular structure, C44H48N7NaO9PSe, with ωB97M-V/def2-TZVPD.

Calculated values
charge	-1
DFT total energy	-5671.1313	hartree
Kohn-Sham gap	7.0877	eV
energy above the lowest of the compared OMol25 structures with the same formula, charge and spin	0.000	eV
largest force on an atom	0.7	eV/A

Last column: Löwdin charge in e.
Geometry (Å):
Na -0.185 -0.573 1.305  0.1941
N -2.935 -2.974 1.740  -0.1062
P -2.892 -1.395 2.440  1.1018
C -4.395 -0.632 1.738  -0.3609
C -4.839 -0.977 0.463  -0.0832
C -5.885 -0.282 -0.130  -0.0902
C -6.499 0.767 0.539  -0.1048
C -6.055 1.125 1.806  -0.0961
C -5.005 0.435 2.397  -0.1069
C -3.419 -1.858 4.121  -0.3571
C -4.725 -2.182 4.489  -0.0960
C -5.008 -2.564 5.793  -0.0967
C -3.988 -2.630 6.735  -0.0998
C -2.685 -2.318 6.374  -0.0809
C -2.397 -1.931 5.070  -0.0780
C -2.023 -3.375 0.780  -0.3842
C -1.810 -4.745 0.545  -0.0153
C -0.933 -5.113 -0.445  -0.0715
C -0.286 -4.128 -1.187  -0.0728
C -0.554 -2.814 -0.875  -0.1317
N -1.416 -2.432 0.074  0.1159
H -3.248 -3.716 2.347  0.0984
H -4.359 -1.788 -0.071  0.0939
H -6.214 -0.562 -1.125  0.0980
H -7.313 1.311 0.075  0.0940
H -6.522 1.947 2.335  0.0962
H -4.659 0.733 3.382  0.1079
H -5.521 -2.120 3.755  0.1044
H -6.025 -2.810 6.075  0.0962
H -4.212 -2.926 7.753  0.0961
H -1.886 -2.375 7.104  0.1026
H -1.378 -1.705 4.768  0.0935
H -2.316 -5.483 1.154  0.1053
H -0.737 -6.162 -0.633  0.1041
H 0.441 -4.370 -1.950  0.0986
H -0.052 -2.002 -1.393  0.0784
O 1.756 -3.113 1.560  0.0160
C 1.484 -2.212 2.370  -0.6716
O 0.377 -1.997 2.949  -0.0728
C 2.601 -1.210 2.680  -0.0372
C 3.537 -1.575 3.595  0.0548
C 4.636 -0.738 3.887  -0.1602
C 4.819 0.440 3.221  0.0581
C 3.870 0.831 2.276  -0.0626
C 2.686 0.055 1.959  -0.2752
O 1.820 0.391 1.112  -0.0487
N 4.198 2.029 1.554  -0.3344
O 3.322 2.645 0.943  0.0139
O 5.343 2.463 1.619  0.0364
N 5.601 -1.137 4.884  -0.3710
O 5.416 -2.183 5.486  0.0458
O 6.574 -0.421 5.081  0.0349
H 3.453 -2.527 4.103  0.1320
H 5.681 1.056 3.411  0.1222
O -0.343 1.546 3.015  0.1261
C -0.784 2.030 1.860  -0.5059
O -1.532 1.403 1.151  0.0336
C -0.216 3.384 1.495  -0.2404
N 0.811 3.769 2.460  -0.0114
C 0.722 5.219 2.715  -0.1793
C -0.360 5.736 1.760  -0.1694
C -1.249 4.509 1.558  -0.1168
H 0.164 3.274 0.473  0.1556
H 1.726 3.481 2.133  0.0932
H 0.301 2.220 3.326  0.1063
H 1.687 5.698 2.549  0.1128
H 0.440 5.401 3.753  0.1057
H 0.087 6.029 0.806  0.1117
H -0.900 6.596 2.156  0.1040
H -1.867 4.546 0.663  0.1216
H -1.908 4.368 2.420  0.1273
C -2.503 0.537 -5.402  -0.1177
C -1.082 0.241 -5.865  -0.2598
C -0.676 -1.215 -5.653  -0.1845
C -0.425 -1.573 -4.194  -0.1664
N 0.777 -0.934 -3.681  -0.0240
C 0.820 0.113 -2.805  -0.6861
Se -0.615 0.940 -2.021  0.7607
N 2.127 0.395 -2.585  -0.0029
C 2.610 1.458 -1.704  -0.1582
C 2.494 2.849 -2.305  -0.1916
C 3.179 3.046 -3.660  -0.2413
C 2.359 2.573 -4.861  -0.1014
C 2.927 -0.490 -3.292  -0.1506
C 4.304 -0.630 -3.384  0.0021
C 4.787 -1.655 -4.186  -0.0903
C 3.926 -2.509 -4.875  -0.0953
C 2.549 -2.366 -4.788  -0.0129
C 2.068 -1.341 -3.987  -0.1511
H -2.788 1.563 -5.647  0.0702
H -2.596 0.428 -4.319  0.0301
H -3.220 -0.135 -5.885  0.0707
H -0.381 0.894 -5.334  0.0846
H -0.980 0.481 -6.926  0.1029
H 0.227 -1.439 -6.228  0.1018
H -1.461 -1.875 -6.037  0.1146
H -0.299 -2.651 -4.072  0.1198
H -1.244 -1.259 -3.549  0.0773
H 3.649 1.219 -1.477  0.1239
H 2.065 1.383 -0.768  0.0706
H 2.928 3.531 -1.567  0.1073
H 1.433 3.107 -2.387  0.0788
H 4.158 2.553 -3.658  0.1025
H 3.388 4.112 -3.787  0.0998
H 2.272 1.485 -4.911  0.0548
H 2.813 2.904 -5.798  0.0679
H 1.345 2.980 -4.817  0.0740
H 4.976 0.022 -2.844  0.1111
H 5.856 -1.799 -4.274  0.1004
H 4.342 -3.300 -5.485  0.0981
H 1.878 -3.028 -5.320  0.1080

---

Computed, not measured: a molecular structure, C17H23F5MnNO3P2 at a distorted geometry, with ωB97M-V/def2-TZVPD.

Calculated values
multiplicity	5
charge	+2
DFT total energy	-3274.5251	hartree
Kohn-Sham gap (alpha / beta)	5.4213 / 7.7376	eV
expectation value of S²	6.215
energy above the lowest of the compared OMol25 structures with the same formula, charge and spin	1.170	eV
largest force on an atom	2.7	eV/A

Last column: Löwdin charge in e.
Geometry (Å):
Mn -0.243 -0.607 -0.336  0.7658
P 0.209 1.259 -2.028  0.9051
C 1.491 0.096 -2.628  -0.2940
C 2.495 -0.266 -1.557  -0.3046
N 1.950 -0.554 -0.354  0.0323
C 2.739 -0.897 0.675  -0.2919
C 4.126 -0.906 0.538  0.0130
C 4.697 -0.603 -0.692  0.0075
C 3.870 -0.278 -1.756  0.0183
C 2.088 -1.233 2.004  -0.2433
P 0.339 -1.718 1.816  0.8985
H 4.248 -0.031 -2.747  0.1361
H 4.722 -1.155 1.419  0.1377
H 5.778 -0.626 -0.817  0.1366
H 2.638 -2.043 2.505  0.1159
H 2.113 -0.347 2.662  0.1169
H 0.820 -0.871 -2.838  0.0881
H 1.977 0.473 -3.546  0.1160
H -1.567 -2.670 -1.396  0.0607
O -0.240 -1.855 -2.025  -0.3934
H 0.351 -2.648 -2.070  0.0593
H -2.086 -1.525 -0.201  0.1338
O -2.051 -2.703 -0.532  0.0631
H -2.937 -3.061 -0.833  0.1849
C 0.383 -3.533 1.773  -0.2147
H 0.584 -3.941 2.773  0.0736
H -0.591 -3.907 1.426  0.0485
H 1.158 -3.882 1.079  0.0680
C -0.485 -1.235 3.351  -0.2074
H -1.572 -1.303 3.196  0.0644
H -0.196 -1.892 4.183  0.0765
H -0.240 -0.192 3.601  0.0631
C 1.040 2.803 -1.635  -0.2103
H 1.263 3.368 -2.548  0.0738
H 0.367 3.395 -1.002  0.0556
H 1.963 2.624 -1.072  0.0629
C -0.813 1.543 -3.489  -0.2066
H -1.792 1.899 -3.143  0.0600
H -0.358 2.305 -4.135  0.0734
H -0.958 0.608 -4.044  0.0687
F -4.070 4.584 2.076  0.1432
C -3.603 3.392 1.654  -0.0972
C -4.481 2.437 1.122  -0.0971
F -5.799 2.731 1.044  0.1428
C -3.987 1.219 0.678  -0.1068
F -4.845 0.296 0.168  0.1138
C -2.613 0.924 0.751  -0.2099
O -2.112 -0.241 0.284  -0.2204
C -1.755 1.906 1.287  -0.1210
F -0.392 1.675 1.379  0.0267
C -2.231 3.124 1.741  -0.1155
F -1.389 4.061 2.238  0.1296

---

Computed, not measured: 9 unconnected molecules or ions with the total composition C26H47BFN9O3P at a distorted geometry, with ωB97M-V/def2-TZVPD.

Calculated values
charge	+1
DFT total energy	-2203.1425	hartree
Kohn-Sham gap	8.0747	eV
largest force on an atom	5.6	eV/A

Last column: Löwdin charge in e.
Geometry (Å):
C -2.909 2.606 -2.918  -0.0290
C -1.513 2.126 -2.437  -0.1997
O -1.400 0.679 -2.339  0.0872
B -0.096 0.239 -2.371  -0.6640
O 0.181 -0.825 -3.202  0.2027
N 0.979 0.864 -1.490  0.1051
C 2.025 1.464 -2.416  -0.1999
F 2.746 0.468 -3.042  0.0662
C 3.080 2.249 -1.557  -0.0887
O 3.802 1.243 -0.853  -0.0964
C 2.901 0.665 0.097  -0.1649
C 1.683 -0.090 -0.570  -0.3373
P 0.612 -0.779 0.832  1.0459
C 1.458 -0.698 2.489  -0.3859
C 1.499 0.715 3.180  -0.1507
C -0.974 0.175 1.032  -0.3903
C -2.154 -0.887 1.073  -0.1460
H -3.678 1.818 -2.936  0.0802
H -3.255 3.417 -2.246  0.0862
H -2.773 3.079 -3.910  0.0862
H -0.671 2.553 -3.021  0.1192
H -1.384 2.527 -1.399  0.1062
H -0.316 -1.596 -2.880  0.1431
H 0.648 1.652 -0.913  0.1596
H 1.583 2.068 -3.229  0.1756
H 2.534 2.938 -0.879  0.1413
H 3.746 2.768 -2.268  0.1529
H 2.470 1.501 0.690  0.1201
H 3.491 -0.032 0.716  0.1400
H 2.050 -0.964 -1.138  0.1188
H 0.900 -1.384 3.162  0.0512
H 2.498 -1.072 2.452  0.0685
H 1.340 0.626 4.273  0.0783
H 0.828 1.469 2.735  0.0179
H 2.529 1.122 3.062  0.0683
H -1.148 0.944 0.253  0.0413
H -1.052 0.711 2.001  0.0659
H -2.666 -0.860 2.053  0.0753
H -1.745 -1.915 0.987  0.0434
H -2.896 -0.722 0.272  0.0659
C -2.473 4.050 2.150  -0.0506
C -1.107 3.731 1.718  -0.2595
N -0.036 3.481 1.380  0.1274
H -3.113 3.176 2.027  0.0884
H -2.470 4.345 3.201  0.0180
H -2.869 4.869 1.551  0.0899
C 2.115 -4.682 4.668  -0.0945
C 0.803 -4.048 4.471  -0.2760
N -0.221 -3.547 4.319  0.1174
H 2.874 -3.916 4.806  0.0735
H 2.092 -5.324 5.548  0.0853
H 2.368 -5.277 3.800  0.0347
C 2.495 -3.079 -4.213  -0.0812
C 2.300 -4.453 -4.712  -0.2286
N 2.171 -5.535 -5.104  0.0503
H 3.535 -2.931 -3.920  0.0803
H 2.240 -2.361 -4.991  0.0795
H 1.854 -2.907 -3.349  0.0411
C 2.183 -4.546 -0.107  -0.0559
C 2.878 -4.392 1.188  -0.2312
N 3.416 -4.269 2.195  0.1432
H 2.265 -5.576 -0.450  0.0890
H 1.130 -4.290 0.005  0.0718
H 2.632 -3.888 -0.850  0.0643
C 5.363 -7.583 -7.577  -0.0658
C 4.172 -7.064 -6.881  -0.1953
N 3.239 -6.655 -6.336  0.0872
H 5.915 -6.760 -8.029  0.0783
H 6.010 -8.100 -6.870  0.0791
H 5.060 -8.279 -8.357  0.0802
C -0.213 5.016 6.240  -0.0511
C -1.508 4.573 5.703  -0.2418
N -2.521 4.228 5.285  0.1357
H 0.595 4.622 5.626  0.0809
H -0.165 6.104 6.237  0.0872
H -0.094 4.656 7.260  0.0861
C -5.211 -1.098 -4.093  -0.0727
C -6.281 -0.464 -3.307  -0.2847
N -7.114 0.035 -2.694  0.1281
H -4.649 -0.337 -4.633  0.0728
H -4.535 -1.636 -3.431  0.0746
H -5.638 -1.798 -4.809  0.0831
C -6.060 6.710 5.688  -0.0672
C -5.116 7.101 4.631  -0.2860
N -4.376 7.402 3.806  0.1141
H -6.046 7.449 6.488  0.0819
H -7.067 6.646 5.280  0.0818
H -5.777 5.740 6.094  0.0778

---

Computed, not measured: 2 unconnected molecules or ions with the total composition C4H14N3OP at a distorted geometry, with ωB97M-V/def2-TZVPD.

Calculated values
DFT total energy	-741.6514	hartree
Kohn-Sham gap	8.9043	eV
energy above the lowest of the compared OMol25 structures with the same formula, charge and spin	1.884	eV
largest force on an atom	1.9	eV/A

Last column: Löwdin charge in e.
Geometry (Å):
C 3.297 -2.717 -1.220  -0.2171
C -3.840 0.009 0.889  -0.2010
C 0.043 1.932 1.119  -0.1097
C -1.073 2.253 -0.943  -0.0055
N 2.952 -1.474 -0.553  -0.0790
N -2.489 -0.388 1.174  -0.3120
N -0.764 1.523 0.025  -0.2305
O -0.116 -1.103 0.731  -0.4922
P -1.284 -0.575 0.020  0.6935
H 2.491 -3.140 -1.837  0.0628
H 4.164 -2.544 -1.861  0.0619
H 3.571 -3.451 -0.463  0.0637
H -3.916 0.183 -0.182  0.0521
H -4.557 -0.769 1.167  0.0700
H -4.104 0.933 1.414  0.0687
H 0.969 1.351 1.085  0.0904
H 0.262 3.004 1.114  0.0869
H -0.470 1.647 2.040  0.0874
H -0.765 3.293 -1.037  0.0903
H 2.123 -1.606 0.022  0.0202
H -1.680 1.825 -1.727  0.0673
H 2.713 -0.769 -1.244  0.0484
H -2.276 -0.633 2.135  0.0834

---

Computed, not measured: C8H8N2S in the gas phase at a distorted geometry, with ωB97M-V/def2-TZVPD.

Calculated values
DFT total energy	-817.1921	hartree
Kohn-Sham gap (alpha / beta)	6.3389 / 6.2685	eV
energy above the lowest of the compared OMol25 structures with the same formula, charge and spin	5.113	eV
largest force on an atom	4.5	eV/A

Last column: Löwdin charge in e.
Geometry (Å):
C 2.476 0.151 1.312  -0.0997
C 1.730 0.734 2.349  -0.1041
C 1.869 -0.136 0.085  0.0240
C 0.383 0.930 2.334  -0.0053
C 0.399 0.063 0.032  -0.2185
C -0.392 0.483 1.178  -0.3757
C -0.516 -0.110 -2.261  -0.0723
C -1.411 -0.996 -3.020  -0.0611
N -0.180 -0.134 -1.108  0.0199
N -1.663 0.443 1.235  -0.3228
S -2.541 -0.018 -0.089  0.8399
H 3.536 0.206 1.270  0.0842
H 2.282 0.900 3.261  0.1013
H 2.370 -0.268 -0.839  0.0932
H -0.104 1.163 3.222  0.0874
H -0.871 -1.993 -2.910  0.1238
H -1.396 -0.798 -4.022  0.0366
H -2.291 -0.897 -2.471  0.0057
H -3.680 0.278 0.442  -0.1565

---

Computed, not measured: a molecular structure, FH2IP2 at a distorted geometry, with ωB97M-V/def2-TZVPD.

Calculated values
DFT total energy	-1081.4440	hartree
Kohn-Sham gap	7.9314	eV
energy above the lowest of the compared OMol25 structures with the same formula, charge and spin	0.960	eV
largest force on an atom	1.9	eV/A

Last column: Löwdin charge in e.
Geometry (Å):
F -0.239 -1.647 1.105  -0.5224
P -1.183 -0.382 1.437  0.4141
P 0.063 1.055 0.682  -0.0800
I -1.264 3.047 1.004  0.1786
H 1.606 -1.028 -2.389  0.0194
H 1.017 -1.045 -1.839  -0.0097

---

> largest force on an atom of number 4 (C4H14N3OP)?

1.9 eV/A